1.
Density functional theory data (ωB97M-V/def2-TZVPD) for 5 unconnected molecules or ions with the total composition C29H64BO19P2S at a distorted geometry.

Each line ends with the Löwdin charge.
Atoms and positions in Å:
1 C -0.34 -0.52 3.83  0.105
2 C 0.85 -0.65 4.00  -0.121
3 C 2.30 -0.85 4.15  -0.144
4 C 3.05 -0.30 2.92  -0.379
5 O 3.98 -1.18 2.39  -0.220
6 P 5.21 -0.37 1.42  0.669
7 C 4.07 -0.44 -0.07  -0.188
8 C 4.64 -1.16 -1.31  -0.218
9 C 3.72 -2.28 -1.82  -0.169
10 C 3.92 -2.58 -3.31  -0.157
11 O 2.71 -3.01 -3.96  -0.045
12 C 2.10 -4.07 -3.37  -0.554
13 C 0.82 -3.81 -2.62  0.013
14 O 2.53 -5.20 -3.46  0.104
15 C 6.61 0.54 0.46  -0.128
16 C 6.25 1.54 -0.60  -0.571
17 O 6.72 1.49 -1.72  0.047
18 O 5.40 2.53 -0.28  0.085
19 O 5.87 -1.96 1.09  -0.073
20 B 6.84 -2.32 1.96  -0.891
21 O 6.59 -2.87 3.23  0.134
22 O 8.20 -2.21 1.56  0.113
23 O 4.63 1.19 2.00  -0.275
24 C 3.64 1.14 2.95  -0.414
25 P 4.25 1.82 4.54  0.254
26 O 4.99 3.21 4.15  -0.207
27 O 5.42 0.89 5.11  -0.176
28 S 2.84 2.21 5.83  0.244
29 H -1.31 -0.33 3.43  0.006
30 H 2.46 -1.92 4.26  0.126
31 H 2.61 -0.38 5.09  0.051
32 H 2.26 -0.20 2.15  0.131
33 H 6.10 -0.33 2.58  0.075
34 H 3.75 0.56 -0.36  0.087
35 H 3.17 -0.97 0.23  0.078
36 H 4.70 -0.43 -2.13  0.100
37 H 5.66 -1.52 -1.17  0.104
38 H 3.87 -3.20 -1.24  0.127
39 H 2.70 -1.91 -1.71  0.110
40 H 4.22 -1.66 -3.81  0.120
41 H 4.72 -3.31 -3.47  0.126
42 H 0.42 -2.82 -2.83  0.083
43 H 1.01 -3.92 -1.55  0.092
44 H 0.09 -4.57 -2.89  0.082
45 H 7.22 1.03 1.22  0.103
46 H 7.22 -0.20 -0.04  0.088
47 H 5.33 3.06 -1.09  0.117
48 H 6.72 -3.82 3.21  0.086
49 H 8.49 -3.01 1.12  0.081
50 H 2.78 1.79 2.74  0.127
51 H 4.39 3.93 4.34  0.048
52 H 5.59 1.22 6.01  0.069
53 C -6.99 -1.33 3.73  -0.115
54 O -6.16 -2.00 4.67  -0.191
55 C -5.10 -2.72 4.07  -0.204
56 C -3.79 -1.97 4.12  -0.208
57 O -3.83 -0.78 3.35  -0.208
58 C -4.05 0.39 4.12  -0.115
59 H -7.60 -0.62 4.28  0.088
60 H -6.40 -0.80 2.98  0.083
61 H -7.65 -2.05 3.23  0.087
62 H -5.34 -2.98 3.03  0.126
63 H -4.99 -3.66 4.63  0.125
64 H -3.00 -2.60 3.70  0.126
65 H -3.52 -1.74 5.16  0.130
66 H -3.13 0.67 4.64  0.082
67 H -4.86 0.27 4.84  0.087
68 H -4.32 1.19 3.43  0.082
69 C -2.14 5.74 1.39  -0.110
70 O -3.01 4.67 1.73  -0.207
71 C -2.73 3.48 1.00  -0.203
72 C -1.91 2.50 1.81  -0.209
73 O -0.61 2.98 2.10  -0.187
74 C -0.49 3.51 3.40  -0.102
75 H -2.25 6.51 2.16  0.090
76 H -1.10 5.43 1.35  0.087
77 H -2.43 6.17 0.42  0.080
78 H -2.22 3.72 0.06  0.128
79 H -3.69 3.02 0.75  0.123
80 H -1.79 1.58 1.22  0.132
81 H -2.43 2.23 2.73  0.099
82 H -0.47 2.70 4.15  0.080
83 H -1.29 4.21 3.64  0.081
84 H 0.47 4.03 3.45  0.086
85 C -6.06 4.15 -2.30  -0.111
86 O -6.42 4.56 -0.99  -0.189
87 C -5.51 5.50 -0.43  -0.207
88 C -6.03 6.92 -0.54  -0.198
89 O -6.13 7.35 -1.89  -0.190
90 C -7.44 7.28 -2.41  -0.117
91 H -6.92 3.64 -2.73  0.088
92 H -5.78 4.99 -2.93  0.084
93 H -5.22 3.44 -2.25  0.087
94 H -4.53 5.42 -0.90  0.121
95 H -5.40 5.25 0.63  0.122
96 H -5.33 7.59 -0.04  0.125
97 H -7.00 7.01 -0.04  0.126
98 H -8.06 8.10 -2.02  0.087
99 H -7.92 6.33 -2.18  0.083
100 H -7.37 7.38 -3.49  0.088
101 C -2.02 -5.87 -7.62  -0.118
102 O -1.35 -6.51 -6.55  -0.191
103 C -0.27 -7.32 -6.97  -0.206
104 C 1.07 -6.63 -6.81  -0.198
105 O 1.19 -5.51 -7.66  -0.188
106 C 0.94 -4.28 -7.00  -0.098
107 H -2.65 -5.09 -7.20  0.088
108 H -1.32 -5.42 -8.33  0.083
109 H -2.66 -6.59 -8.15  0.086
110 H -0.41 -7.64 -8.00  0.123
111 H -0.28 -8.22 -6.33  0.124
112 H 1.86 -7.33 -7.08  0.126
113 H 1.23 -6.34 -5.76  0.118
114 H 1.80 -4.01 -6.37  0.082
115 H 0.04 -4.32 -6.38  0.085
116 H 0.81 -3.51 -7.76  0.089

Computed properties:
Largest force on an atom ... 1.5 eV/Å
LUMO energy ... 1.980 eV
Energy ... -3678.73806 a.u.
Charge ... -1
M ... 821.639 u
Highest occupied orbital energy ... -5.42 eV



2.
Density functional theory data (ωB97M-V/def2-TZVPD) for a molecular structure, C8H12 at a distorted geometry.

Each line ends with the natural charge from an NBO analysis.
Atoms and positions in Å:
1 C 0.86 1.63 0.87  -0.651
2 C 0.09 0.74 -0.05  0.041
3 C -0.47 1.37 -1.31  -0.642
4 C 0.56 -1.11 -0.29  0.044
5 C -0.47 -0.52 0.27  -0.116
6 C -1.81 -0.81 0.76  -0.240
7 C -2.32 -2.04 0.76  -0.335
8 C 2.05 -1.09 -0.57  -0.664
9 H 1.37 2.40 0.29  0.208
10 H 0.24 2.08 1.65  0.225
11 H 1.63 1.11 1.44  0.220
12 H 0.32 1.38 -2.08  0.206
13 H -1.38 0.86 -1.62  0.221
14 H -0.62 2.45 -1.18  0.215
15 H -2.28 -0.06 1.39  0.212
16 H -1.82 -2.94 0.40  0.195
17 H -3.32 -2.30 1.11  0.192
18 H 2.62 -1.40 0.31  0.235
19 H 2.36 -1.67 -1.43  0.228
20 H 2.40 -0.07 -0.73  0.209

Computed properties:
Largest force on an atom ... 2.5 eV/Å
LUMO energy ... 0.784 eV
Energy ... -311.84678 a.u.
M ... 108.184 u
Highest occupied orbital energy ... -7.33 eV



3.
Density functional theory data (ωB97M-V/def2-TZVPD) for a molecular structure, C28H24Cl2N2O4ReS at a distorted geometry.

Each line ends with the natural charge from an NBO analysis.
Atoms and positions in Å:
1 Re 0.27 -1.19 1.18  1.578
2 C -1.45 -2.96 5.14  -0.264
3 O -1.72 -1.60 5.45  -0.488
4 C -2.25 -0.76 4.55  0.266
5 C -3.08 0.25 5.05  -0.177
6 C -3.66 1.19 4.22  -0.192
7 C -3.44 1.13 2.86  -0.183
8 C -2.55 0.19 2.31  -0.138
9 C -2.45 0.07 0.89  0.167
10 N -1.49 -0.58 0.29  -0.311
11 N -1.68 -1.02 -0.95  -0.352
12 C -0.89 -2.03 -1.26  0.568
13 O -0.07 -2.48 -0.37  -0.646
14 C -1.02 -2.70 -2.55  -0.104
15 C -1.84 -2.17 -3.56  -0.154
16 C -1.92 -2.82 -4.77  -0.211
17 C -1.20 -3.99 -5.00  -0.149
18 C -0.40 -4.52 -3.99  -0.196
19 C -0.30 -3.88 -2.77  -0.180
20 C -1.90 -0.76 3.16  0.271
21 O -1.02 -1.61 2.71  -0.677
22 H -0.73 -3.30 5.87  0.205
23 H -1.07 -3.09 4.12  0.189
24 H -2.38 -3.54 5.24  0.203
25 H -3.29 0.24 6.11  0.254
26 H -4.30 1.95 4.63  0.247
27 H -3.94 1.82 2.20  0.233
28 H -3.27 0.43 0.28  0.248
29 H -2.40 -1.28 -3.36  0.233
30 H -2.55 -2.43 -5.56  0.234
31 H -1.26 -4.49 -5.95  0.235
32 H 0.15 -5.43 -4.16  0.232
33 H 0.32 -4.27 -1.98  0.225
34 Cl 1.25 0.21 3.02  0.189
35 C 2.20 -1.18 3.57  -0.377
36 Cl 2.10 -2.34 2.23  0.199
37 H 1.74 -1.60 4.47  0.279
38 H 3.24 -0.89 3.74  0.282
39 O 1.47 -0.14 -0.28  -1.007
40 S 2.59 0.61 -1.00  1.302
41 C 1.81 1.28 -2.49  -0.279
42 C 2.47 1.15 -3.69  -0.198
43 C 1.90 1.69 -4.84  -0.178
44 C 0.68 2.35 -4.76  -0.157
45 C 0.03 2.47 -3.54  -0.206
46 C 0.59 1.94 -2.40  -0.147
47 C 2.72 2.20 -0.14  -0.162
48 C 3.83 2.98 -0.40  -0.232
49 C 3.95 4.22 0.20  -0.173
50 C 2.96 4.68 1.06  -0.171
51 C 1.85 3.89 1.31  -0.183
52 C 1.72 2.65 0.71  -0.270
53 H 3.43 0.65 -3.74  0.237
54 H 2.41 1.60 -5.78  0.241
55 H 0.24 2.76 -5.65  0.241
56 H -0.91 3.01 -3.49  0.235
57 H 0.09 2.05 -1.44  0.210
58 H 4.60 2.62 -1.08  0.237
59 H 4.81 4.84 -0.01  0.245
60 H 3.05 5.64 1.53  0.243
61 H 1.07 4.25 1.97  0.232
62 H 0.84 2.04 0.90  0.200

Computed properties:
Largest force on an atom ... 3.6 eV/Å
LUMO energy (alpha / beta) ... -6.643 / -8.478 eV
Energy ... -2888.05788 a.u.
Charge ... +2
<S²> ... 3.78
2S+1 ... 4
M ... 741.690 u
Highest occupied orbital energy (alpha / beta) ... -13.55 / -13.55 eV



4.
Density functional theory data (ωB97M-V/def2-TZVPD) for 6 unconnected molecules or ions with the total composition C10H34NO8 at a distorted geometry.

Each line ends with the natural charge from an NBO analysis.
Atoms and positions in Å:
1 N 0.11 -0.36 0.08  -0.940
2 H 0.86 0.32 0.12  0.443
3 H 0.50 -0.75 -0.77  0.448
4 H -0.78 0.08 -0.08  0.450
5 H 0.28 -0.95 0.88  0.444
6 C -1.43 -2.58 2.54  -0.684
7 C 0.05 -2.66 2.97  -0.087
8 O 0.96 -1.91 2.18  -0.780
9 H -1.44 -2.90 1.49  0.200
10 H -1.78 -1.56 2.66  0.217
11 H -2.13 -3.21 3.09  0.229
12 H 0.41 -3.69 3.06  0.163
13 H 0.17 -2.30 4.00  0.159
14 H 1.87 -2.05 2.46  0.487
15 C 1.19 2.45 2.81  -0.673
16 C 0.47 2.79 4.03  -0.084
17 O 0.49 4.14 4.09  -0.724
18 H 0.95 1.44 2.47  0.207
19 H 2.23 2.49 3.14  0.204
20 H 1.01 3.22 2.05  0.196
21 H 0.60 2.21 4.95  0.187
22 H -0.61 2.67 3.97  0.145
23 H 0.11 4.48 3.29  0.459
24 C 0.21 -3.03 -2.39  -0.147
25 C -0.44 -2.95 -3.80  -0.162
26 O 0.42 -2.54 -4.82  -0.718
27 O 0.71 -1.77 -2.01  -0.754
28 H 1.09 -3.66 -2.50  0.172
29 H -0.50 -3.29 -1.60  0.188
30 H -1.32 -2.32 -3.75  0.152
31 H -0.90 -3.86 -4.18  0.160
32 H -0.14 -2.84 -5.54  0.472
33 H 1.26 -1.38 -2.69  0.490
34 C -3.28 1.14 -1.58  -0.211
35 C -3.28 0.87 -0.09  -0.234
36 O -2.16 1.33 0.63  -0.763
37 O -2.29 0.31 -2.22  -0.755
38 H -3.17 2.15 -1.95  0.190
39 H -4.20 0.80 -2.06  0.170
40 H -3.59 -0.16 0.10  0.183
41 H -4.05 1.40 0.47  0.171
42 H -2.28 2.28 0.59  0.457
43 H -2.66 -0.58 -2.24  0.437
44 C 3.13 0.94 -1.29  -0.128
45 C 2.55 2.18 -1.86  -0.156
46 O 1.15 2.24 -1.71  -0.755
47 O 2.75 0.78 0.10  -0.755
48 H 4.21 0.85 -1.38  0.184
49 H 2.82 0.03 -1.81  0.171
50 H 2.92 2.24 -2.89  0.175
51 H 2.98 3.02 -1.31  0.155
52 H 0.86 2.95 -2.28  0.468
53 H 3.12 1.52 0.58  0.479

Computed properties:
Largest force on an atom ... 5.0 eV/Å
LUMO energy (alpha / beta) ... 0.542 / 0.525 eV
Energy ... -1057.79912 a.u.
<S²> ... 0.75
2S+1 ... 2
M ... 296.381 u
Highest occupied orbital energy (alpha / beta) ... -1.75 / -9.60 eV